1.
2 unconnected molecules or ions with the total composition C5H12N2 in a non-equilibrium geometry, computed with ωB97M-V/def2-TZVPD.

```
19
Properties=species:S:1:pos:R:3:mulliken_charge:R:1
C 1.730 -0.067 -1.432 -0.2998
C -1.473 -0.496 -0.039 0.5248
C -0.700 -1.561 -0.019 -0.8209
C -2.359 1.602 0.325 -0.6872
C 2.395 -0.511 0.882 -0.9019
N -2.419 0.220 -0.167 -0.0497
N 1.680 0.223 -0.228 -0.0460
H 2.308 -0.871 -1.833 0.3469
H 1.097 0.487 -2.059 0.3799
H -0.986 -2.165 0.811 0.3088
H 1.303 1.162 0.296 0.3983
H 0.210 -1.936 -0.528 0.3824
H -2.864 2.150 -0.573 0.3312
H -1.317 1.924 0.485 0.2771
H -2.929 1.623 1.183 0.3356
H 2.815 0.254 1.568 0.3669
H 3.137 -1.027 0.500 0.4099
H 1.795 -1.246 1.368 0.3288
H -3.423 0.237 -0.539 0.4146
```

Calculated values
relative energy (zero: lowest compared OMol25 entry of this formula, charge and spin)	406.4	kJ/mol
Kohn-Sham gap	11.07	eV
spin multiplicity	1
largest force on an atom	0.1283	hartree/bohr
HOMO energy	-19.7	eV
charge	+2
energy	-306.4161	a.u.

=====

2.
2 unconnected molecules or ions with the total composition C4H14N, computed with ωB97M-V/def2-TZVPD.

```
19
Properties=species:S:1:pos:R:3:mulliken_charge:R:1
N 1.021 1.833 -0.730 -0.3999
H 1.482 0.975 -0.404 0.2256
H 0.335 1.537 -1.433 0.3811
H 0.439 2.208 0.027 0.3371
H 1.682 2.516 -1.098 0.4029
C -1.872 0.424 0.795 -1.2862
C -1.083 -0.578 -0.041 -0.2296
C 0.205 -1.044 0.656 -0.5716
C 1.314 -1.475 -0.329 -1.3621
H -2.240 -0.016 1.720 0.3317
H -2.730 0.845 0.272 0.3444
H -1.259 1.284 1.101 0.2913
H -0.840 -0.115 -1.009 0.2417
H -1.703 -1.428 -0.313 0.4194
H -0.003 -1.896 1.298 0.4315
H 0.556 -0.248 1.318 0.3491
H 1.083 -2.464 -0.725 0.3547
H 2.298 -1.506 0.127 0.3115
H 1.316 -0.851 -1.230 0.4274
```

Calculated values
relative energy (zero: lowest compared OMol25 entry of this formula, charge and spin)	45.9	kJ/mol
Kohn-Sham gap	11.36	eV
spin multiplicity	1
largest force on an atom	0.0173	hartree/bohr
HOMO energy	-15.4	eV
charge	+1
energy	-215.2914	a.u.

=====

3.
C2H7N3O in the gas phase in a non-equilibrium geometry, computed with ωB97M-V/def2-TZVPD.

```
13
Properties=species:S:1:pos:R:3:mulliken_charge:R:1
C -1.265 -0.066 -1.058 -0.9546
C -0.444 -0.800 0.162 -0.2860
N 0.876 -0.261 0.311 -0.7214
N 0.950 0.885 0.964 1.1795
N 2.197 1.236 1.245 -0.6100
O 0.053 1.621 1.477 -0.6519
H -1.077 1.008 -0.936 0.3156
H -1.102 -0.464 -2.072 0.2857
H -2.347 -0.229 -0.906 0.2856
H -0.305 -1.907 -0.033 0.3136
H -1.044 -0.497 1.071 0.2826
H 2.900 0.805 0.618 0.2887
H 2.358 2.246 1.410 0.2727
```

Calculated values
relative energy (zero: lowest compared OMol25 entry of this formula, charge and spin)	434.8	kJ/mol
Kohn-Sham gap	9.96	eV
spin multiplicity	1
largest force on an atom	0.0680	hartree/bohr
HOMO energy	-9.3	eV
charge	0
energy	-319.7842	a.u.
SMILES	CC/N=[N+](/N)[O-]

=====

4.
C5H10O in the gas phase in a non-equilibrium geometry, computed with ωB97M-V/def2-TZVPD.

```
16
Properties=species:S:1:pos:R:3:mulliken_charge:R:1
C 1.779 -0.163 0.983 -1.3649
C 1.014 0.011 -0.292 0.3974
C 0.002 -0.953 -0.649 -1.0283
C -0.321 0.707 -0.267 0.3777
C -1.673 0.073 0.330 -1.2046
O -0.455 1.495 -1.434 -0.5018
H 2.484 -0.992 0.882 0.3603
H 2.323 0.751 1.232 0.3301
H 1.094 -0.388 1.808 0.2520
H 1.594 0.315 -1.162 0.3848
H -0.329 -1.114 -1.662 0.3540
H -0.203 -1.776 0.051 0.3497
H -2.234 -0.801 -0.122 0.2750
H -2.371 0.893 0.244 0.3780
H -1.546 -0.203 1.381 0.3065
H -1.158 2.146 -1.323 0.3342
```

Calculated values
relative energy (zero: lowest compared OMol25 entry of this formula, charge and spin)	356.6	kJ/mol
Kohn-Sham gap	8.46	eV
spin multiplicity	1
largest force on an atom	0.0588	hartree/bohr
HOMO energy	-7.5	eV
charge	0
energy	-271.6168	a.u.
SMILES	C[C@H]1C[C@]1(C)O

=====

5.
2 unconnected molecules or ions with the total composition C5H8NS in a non-equilibrium geometry, computed with ωB97M-V/def2-TZVPD.

```
15
Properties=species:S:1:pos:R:3:mulliken_charge:R:1
C -2.631 1.237 -1.814 -0.0299
C -3.260 2.180 -1.133 -0.3260
C -2.084 2.798 -0.536 -0.2069
C 1.929 -1.728 1.891 -0.8057
C 0.634 -0.686 -0.307 -0.0736
N -1.625 1.483 -0.942 -0.2408
S 1.801 -0.200 0.858 0.2795
H -2.838 0.495 -2.562 0.3553
H -1.739 3.665 -1.020 0.2644
H -2.152 2.976 0.591 0.2162
H 2.467 -2.664 1.597 0.3419
H 0.878 -1.900 2.022 0.3388
H 2.247 -1.288 2.857 0.3523
H 0.011 -1.559 -0.086 0.2823
H 0.306 -0.032 -1.154 0.2521
```

Calculated values
relative energy (zero: lowest compared OMol25 entry of this formula, charge and spin)	710.1	kJ/mol
Kohn-Sham gap (alpha / beta)	4.75 / 4.76	eV
spin multiplicity	1
largest force on an atom	0.0735	hartree/bohr
HOMO energy (alpha / beta)	-11.4 / -11.4	eV
charge	+1
energy	-647.7278	a.u.

=====

6.
3 unconnected molecules or ions with the total composition C20H42N2P in a non-equilibrium geometry, computed with ωB97M-V/def2-TZVPD.

```
65
Properties=species:S:1:pos:R:3:mulliken_charge:R:1
C 0.233 -3.576 1.085 0.4612
C 0.760 -2.683 1.724 -1.2906
C 1.170 -1.346 2.441 0.3310
C -0.140 -0.450 2.742 -0.2468
P -1.275 -0.458 1.228 0.3069
C -2.824 -1.421 1.769 -1.0579
C -1.868 1.271 0.763 -0.9913
C 0.655 0.889 3.068 -1.0049
C 1.672 0.878 1.856 0.1844
N 1.924 -0.381 1.591 0.5547
N 2.839 -0.624 0.579 -0.8679
H -0.271 -4.214 0.311 0.2744
H 1.602 -1.649 3.438 0.3335
H -0.690 -0.694 3.707 0.4881
H -3.695 -1.196 1.071 0.3208
H -3.174 -1.129 2.814 0.3964
H -2.525 -2.513 1.721 0.2445
H -1.545 2.093 1.468 0.2796
H -1.509 1.492 -0.294 0.3118
H -3.006 1.253 0.689 0.3431
H 1.214 0.726 4.042 0.3523
H 0.117 1.877 3.097 0.3236
H 2.054 1.824 1.384 0.4319
H 2.446 -1.179 -0.189 0.2895
H 3.218 0.273 0.262 0.1841
C 6.619 6.457 1.147 -1.1831
C 6.135 5.951 -0.207 -0.3866
C 4.654 5.570 -0.213 -0.8810
C 4.277 4.422 0.727 -0.4777
C 5.026 3.111 0.488 -0.2997
C 4.767 2.514 -0.891 -1.2442
H 6.529 5.691 1.921 0.2812
H 7.671 6.743 1.088 0.3768
H 6.048 7.334 1.461 0.2987
H 6.751 5.104 -0.525 0.2260
H 6.292 6.739 -0.949 0.3814
H 4.360 5.314 -1.237 0.3138
H 4.060 6.448 0.059 0.3982
H 3.198 4.238 0.632 0.2611
H 4.435 4.732 1.765 0.3772
H 4.708 2.385 1.247 0.2550
H 6.101 3.251 0.631 0.3730
H 3.699 2.317 -1.034 0.2448
H 5.303 1.567 -0.999 0.3594
H 5.105 3.176 -1.689 0.3887
C -2.727 -3.950 -2.414 -1.2525
C -3.936 -3.184 -1.891 0.0764
C -4.933 -4.070 -1.142 -0.5732
C -5.575 -5.177 -1.983 -0.8319
C -6.326 -4.699 -3.226 -0.3638
C -7.509 -3.794 -2.902 -1.1736
H -3.015 -4.714 -3.138 0.3425
H -2.034 -3.268 -2.912 0.3981
H -2.191 -4.436 -1.593 0.2158
H -4.430 -2.667 -2.720 0.3095
H -3.585 -2.403 -1.208 -0.0933
H -5.716 -3.435 -0.715 0.3245
H -4.425 -4.535 -0.290 0.3686
H -6.268 -5.738 -1.344 0.3800
H -4.808 -5.896 -2.290 0.3120
H -6.697 -5.576 -3.765 0.3723
H -5.645 -4.184 -3.911 0.2289
H -8.228 -4.310 -2.261 0.2950
H -8.025 -3.505 -3.821 0.3742
H -7.192 -2.878 -2.399 0.2751
```

Calculated values
relative energy (zero: lowest compared OMol25 entry of this formula, charge and spin)	270.0	kJ/mol
Kohn-Sham gap	7.09	eV
spin multiplicity	1
largest force on an atom	0.0763	hartree/bohr
HOMO energy	-11.4	eV
charge	+1
energy	-1237.6947	a.u.

=====

7.
15 unconnected molecules or ions with the total composition H30O15 in a non-equilibrium geometry, computed with ωB97M-V/def2-TZVPD.

```
45
Properties=species:S:1:pos:R:3:mulliken_charge:R:1
O 3.064 -1.231 -0.730 -0.5781
H 2.739 -0.316 -0.797 0.3099
H 3.895 -1.077 -1.174 0.3246
O 1.123 1.666 1.650 -0.7700
H 2.076 1.486 1.880 0.3218
H 0.797 0.895 1.119 0.1772
O -1.533 -2.549 2.432 -0.6755
H -1.319 -2.738 3.341 0.2803
H -0.772 -2.210 1.975 0.3726
O -1.341 0.233 -1.973 -0.5837
H -1.581 -0.533 -1.487 0.1458
H -2.131 0.528 -2.358 0.2366
O -0.341 2.811 -2.105 -0.6342
H -0.948 2.872 -2.864 0.2880
H -0.588 1.927 -1.740 0.3533
O 2.087 -1.382 2.407 -0.6068
H 1.768 -1.676 1.549 0.2933
H 2.428 -2.155 2.885 0.2626
O -1.709 1.220 1.103 -0.7534
H -2.381 0.717 1.617 0.3544
H -1.328 1.861 1.685 0.3174
O 0.809 -3.164 0.703 -0.6901
H 1.686 -3.356 0.341 0.3142
H 0.218 -2.985 -0.024 0.2936
O -0.234 0.036 3.723 -0.6476
H -1.129 0.301 3.408 0.2892
H 0.289 0.253 2.950 0.3730
O -3.943 1.713 -0.437 -0.6612
H -3.149 1.494 0.085 0.4414
H -4.238 2.553 -0.154 0.2928
O -0.315 3.653 0.280 -0.7772
H -0.357 3.241 -0.629 0.4812
H 0.150 2.950 0.740 0.2315
O 2.029 1.302 -1.050 -0.6855
H 2.315 1.629 -0.200 0.2399
H 1.899 2.064 -1.606 0.3052
O 0.204 -0.443 0.243 0.9707
H -0.541 0.205 0.482 0.1186
H 0.256 -0.516 -0.705 -0.3109
O -0.536 -2.758 -1.906 -0.5967
H -1.337 -2.955 -2.425 0.2658
H -0.090 -3.590 -2.112 0.2859
O 0.879 -0.851 -3.628 -0.6311
H 0.983 0.029 -3.355 0.2959
H 0.143 -1.154 -3.139 0.3653
```

Calculated values
relative energy (zero: lowest compared OMol25 entry of this formula, charge and spin)	200.9	kJ/mol
Kohn-Sham gap	10.22	eV
spin multiplicity	1
largest force on an atom	0.0433	hartree/bohr
HOMO energy	-10.5	eV
charge	0
energy	-1146.5636	a.u.

=====

8.
13 unconnected molecules or ions with the total composition C77H86FN14O2 in a non-equilibrium geometry, computed with ωB97M-V/def2-TZVPD.

```
180
Properties=species:S:1:pos:R:3:mulliken_charge:R:1
C -1.604 6.788 -0.356 0.0731
C -1.080 6.031 0.395 -0.6372
C -0.419 5.023 1.200 -0.8733
C -0.319 3.689 0.419 0.7449
C -1.338 2.741 1.026 -0.7491
N -1.297 1.330 0.437 1.2032
C 0.004 0.703 0.826 -0.6391
C 0.098 -0.818 1.028 0.2201
C 1.522 -1.269 0.829 -0.7019
F -0.716 -1.627 0.251 -0.2227
O -1.471 1.615 -0.921 0.1527
C -1.016 0.643 -1.862 0.5191
C -1.359 1.241 -3.205 -1.6868
O -0.436 2.266 -3.512 -0.1965
C -0.997 3.572 -3.521 0.2753
C 0.139 4.578 -3.609 -1.1825
C -2.508 0.603 1.009 -0.0185
C -2.524 0.351 2.362 -0.2595
C -3.620 -0.299 2.887 -1.2453
C -4.625 -0.646 1.989 -0.5533
C -4.497 -0.306 0.648 -0.8895
N -3.445 0.323 0.120 -0.3043
H -2.107 7.390 -1.069 0.4233
H 0.573 5.397 1.437 0.4269
H -0.963 4.902 2.135 0.3771
H 0.703 3.327 0.495 0.2986
H -0.539 3.903 -0.617 -0.4481
H -2.325 3.119 0.779 -0.2426
H -1.186 2.709 2.097 0.9561
H 0.779 1.029 0.141 -0.3777
H 0.293 1.121 1.782 1.0755
H -0.163 -1.033 2.062 0.3505
H 2.124 -0.831 1.623 0.5603
H 1.903 -0.994 -0.150 0.3120
H 1.538 -2.339 0.990 -0.2767
H 0.056 0.463 -1.879 0.1530
H -1.605 -0.262 -1.774 0.1731
H -1.437 0.470 -3.962 0.3756
H -2.353 1.684 -3.109 0.4886
H -1.679 3.693 -4.363 0.3126
H -1.568 3.737 -2.605 0.0450
H 1.038 4.066 -3.281 0.0460
H 0.302 4.949 -4.611 0.3627
H -0.055 5.426 -2.960 0.3006
H -1.698 0.652 2.986 0.9161
H -3.692 -0.541 3.933 0.6387
H -5.503 -1.176 2.319 0.5166
H -5.296 -0.562 -0.034 0.5240
N 3.819 1.623 -0.818 -0.3549
C 5.099 1.835 -1.123 -0.3660
C 5.542 2.168 -2.395 -0.3845
C 4.607 2.288 -3.412 -0.5412
C 3.273 2.068 -3.112 -0.5995
C 2.939 1.740 -1.809 -0.0063
H 5.800 1.732 -0.302 0.3931
H 6.594 2.331 -2.582 0.3857
H 4.913 2.548 -4.416 0.4096
H 2.498 2.145 -3.863 0.5273
H 1.901 1.563 -1.543 0.3798
N 1.737 -4.685 1.572 -0.3109
C 2.535 -5.689 1.935 -0.4522
C 2.070 -6.897 2.433 -0.6528
C 0.701 -7.072 2.561 -0.2298
C -0.144 -6.040 2.191 -0.9010
C 0.423 -4.874 1.705 0.0373
H 3.598 -5.511 1.816 0.4302
H 2.764 -7.678 2.711 0.4177
H 0.298 -8.000 2.945 0.6721
H -1.216 -6.138 2.281 0.3740
H -0.204 -4.039 1.403 0.4352
N -1.873 -6.800 5.086 -0.4389
C -1.081 -7.806 5.460 -0.5309
C -1.547 -9.014 5.955 -0.1972
C -2.917 -9.188 6.073 -0.3078
C -3.757 -8.154 5.693 -0.4244
C -3.186 -6.987 5.208 -0.2577
H -0.017 -7.626 5.354 0.5643
H -0.855 -9.797 6.239 0.5278
H -3.322 -10.115 6.456 0.3944
H -4.831 -8.247 5.770 0.3717
H -3.809 -6.155 4.898 0.3549
N -4.428 5.617 2.524 -0.5596
C -4.274 4.906 1.410 -0.1385
C -5.099 3.849 1.051 -0.3784
C -6.145 3.514 1.897 -0.3475
C -6.321 4.246 3.059 -0.4345
C -5.438 5.284 3.324 -0.3115
H -3.442 5.201 0.778 0.4989
H -4.928 3.306 0.129 0.4426
H -6.814 2.699 1.652 0.4451
H -7.124 4.021 3.747 0.3940
H -5.543 5.883 4.222 0.4138
N -1.569 0.575 5.810 -0.1888
C -1.930 1.861 5.828 -0.0228
C -1.872 2.670 6.949 -0.8689
C -1.410 2.117 8.133 -0.1923
C -1.027 0.787 8.139 -0.5128
C -1.122 0.066 6.959 -0.2894
H -2.291 2.259 4.883 0.5087
H -2.181 3.704 6.896 0.3897
H -1.350 2.713 9.034 0.3975
H -0.659 0.314 9.039 0.3723
H -0.826 -0.976 6.924 0.3962
N 0.716 -11.793 6.520 -0.3688
C 0.723 -12.857 5.718 -0.2397
C 1.303 -14.070 6.056 -0.5627
C 1.912 -14.185 7.295 -0.1096
C 1.916 -13.089 8.142 -0.6991
C 1.306 -11.923 7.708 -0.0133
H 0.237 -12.724 4.757 0.3701
H 1.276 -14.901 5.365 0.3666
H 2.377 -15.115 7.597 0.4108
H 2.385 -13.134 9.115 0.3816
H 1.285 -11.042 8.342 0.4162
N 1.925 6.279 -6.011 -0.3832
C 2.840 5.541 -6.638 -0.1406
C 3.195 5.719 -7.965 -0.4562
C 2.561 6.719 -8.686 -0.2284
C 1.605 7.497 -8.053 -0.4784
C 1.328 7.236 -6.720 -0.3591
H 3.310 4.768 -6.038 0.2878
H 3.948 5.090 -8.421 0.3693
H 2.809 6.889 -9.726 0.4096
H 1.085 8.289 -8.575 0.6249
H 0.589 7.824 -6.187 0.4250
N 4.873 -11.944 9.599 -0.4254
C 5.462 -11.363 10.643 -0.1991
C 6.140 -10.156 10.568 -0.3958
C 6.212 -9.517 9.341 -0.1813
C 5.606 -10.108 8.245 -0.5401
C 4.951 -11.316 8.428 -0.1573
H 5.384 -11.897 11.583 0.3680
H 6.599 -9.730 11.449 0.3485
H 6.734 -8.573 9.241 0.3692
H 5.638 -9.644 7.269 0.3503
H 4.460 -11.813 7.598 0.4721
N -0.781 9.662 -9.206 -0.2398
C -0.906 8.859 -10.263 -0.0530
C -1.865 9.023 -11.249 -0.5923
C -2.752 10.081 -11.132 -0.2810
C -2.640 10.926 -10.041 -0.5091
C -1.642 10.677 -9.110 0.1046
H -0.197 8.038 -10.319 0.2390
H -1.915 8.339 -12.085 0.3644
H -3.517 10.244 -11.880 0.3882
H -3.310 11.764 -9.910 0.3832
H -1.518 11.320 -8.247 0.1978
N -0.964 13.302 -7.055 -0.3411
C -1.185 14.615 -7.080 -0.2538
C -1.079 15.434 -5.967 -0.5066
C -0.727 14.857 -4.758 -0.1073
C -0.494 13.492 -4.713 -0.6389
C -0.625 12.764 -5.885 -0.0132
H -1.459 15.026 -8.046 0.3683
H -1.268 16.495 -6.048 0.3469
H -0.634 15.462 -3.865 0.3731
H -0.216 13.002 -3.791 0.3339
H -0.448 11.693 -5.895 0.3783
N 3.026 -3.522 -3.100 -0.4602
C 3.329 -4.378 -4.074 -0.3953
C 3.198 -5.755 -3.957 -0.3680
C 2.728 -6.272 -2.760 -0.8265
C 2.409 -5.394 -1.736 0.4036
C 2.576 -4.036 -1.958 -0.2286
H 3.697 -3.933 -4.992 0.3733
H 3.459 -6.402 -4.783 0.4015
H 2.610 -7.340 -2.629 0.3954
H 2.036 -5.749 -0.786 0.3006
H 2.334 -3.320 -1.181 0.3400
N -1.452 -2.029 -3.790 -0.3778
C -1.048 -2.524 -4.961 -0.3079
C -0.281 -3.672 -5.087 -0.6697
C 0.099 -4.341 -3.935 -0.3383
C -0.307 -3.838 -2.711 -0.5329
C -1.080 -2.688 -2.694 -0.4851
H -1.357 -1.967 -5.838 0.3606
H 0.016 -4.026 -6.064 0.4073
H 0.706 -5.236 -3.989 0.7080
H -0.028 -4.325 -1.786 0.6350
H -1.416 -2.260 -1.762 0.6419
```

Calculated values
Kohn-Sham gap	8.70	eV
spin multiplicity	1
largest force on an atom	0.0298	hartree/bohr
HOMO energy	-10.6	eV
charge	+1
energy	-4002.2177	a.u.